Version P
Density functional theory data (the ωB97M-V functional and the def2-TZVPD basis) for 2 unconnected molecules or ions with the total composition C6H13NO.

Results
- Highest occupied orbital energy (spin up / spin down): -13.70 / -13.62 eV
- Orbital gap (spin up / spin down): 6.323 / 5.472 eV
- LUMO energy (spin up / spin down): -7.4 / -8.1 eV
- ⟨S²⟩: 0.967

ORCA input file:
```
! RIJCOSX wB97M-V def2-TZVPD def2/J DEFGRID3
* xyz 1 2
H -2.67039 -0.24352 1.30907
C -2.71271 -0.16098 0.18738
C 0.57860 0.47853 -1.40843
C 1.30315 -0.80382 -1.04937
H 2.85377 -2.00230 -0.58661
H 1.37184 -1.49877 2.60093
H 0.60757 -1.62402 -0.84525
H 0.08305 0.02187 1.37946
C -0.11841 1.03819 1.03229
H -0.94620 1.54544 1.54231
O 1.02269 1.71009 1.03163
H 0.15998 0.27501 -2.40256
C 2.59976 -0.97881 -0.85474
H 3.31096 -0.18215 -1.02673
H 1.16811 1.38313 -1.29070
H -3.09673 0.86710 0.01038
C -0.67968 0.70377 -0.53845
N -1.50757 -0.39668 -0.45868
H 1.41037 -0.81586 2.32743
H -1.22701 1.56852 -0.94950
H -3.51116 -0.88474 -0.00987
*
```



Version Q
Density functional theory data (the ωB97M-V functional and the def2-TZVPD basis) for a molecular structure, C6H13NO.

Results
- Highest occupied orbital energy (spin up / spin down): -12.59 / -12.57 eV
- Orbital gap (spin up / spin down): 8.677 / 5.843 eV
- LUMO energy (spin up / spin down): -3.9 / -6.7 eV
- ⟨S²⟩: 0.759

ORCA input file:
```
! RIJCOSX wB97M-V def2-TZVPD def2/J DEFGRID3
* xyz 1 2
C -0.54962 -0.63843 -1.68770
C 0.84706 2.40650 -1.11030
C -1.29505 0.17090 -0.86388
C 0.33532 -1.55389 1.87558
H -2.02534 -1.48564 0.36868
H -0.18917 2.73064 -1.11604
H 1.23187 2.58986 -2.09897
H -0.23470 -2.30847 2.35069
N 1.55518 -1.39048 2.21748
H 0.41996 0.20137 0.65416
C -1.60878 -0.49503 0.46424
O 1.11253 1.03681 -0.75572
H -2.20793 0.05490 1.18309
H 1.37343 3.03357 -0.42522
H 0.09191 -1.41842 -1.29422
C -0.23614 -0.61453 1.03729
H 0.05683 0.40901 -1.09842
H 1.97186 -2.06689 2.76000
H -0.70335 -0.52251 -2.77967
H 2.16035 -0.90380 1.56725
H -2.10623 0.76455 -1.24833
*
```



Relative to the most stable structure, the computed energies are version P 1.977; version Q 0.000, all in eV.



Version P
Density functional theory data (the ωB97M-V functional and the def2-TZVPD basis) for a single C3H3IS molecule.

Results
- Highest occupied orbital energy: -9.16 eV
- Orbital gap: 8.465 eV
- LUMO energy: -0.7 eV
- SMILES: C#C[C@@H](S)I

ORCA input file:
```
! RIJCOSX wB97M-V def2-TZVPD def2/J DEFGRID3
* xyz 0 1
C -0.72217 0.59709 -0.10920
H 1.11578 -2.23106 0.61177
H -2.75748 1.36349 -0.78581
I 2.40355 1.23888 -0.20796
C -1.76068 1.01628 -0.57715
H 0.56518 -0.16871 1.34291
S 0.65699 -1.67415 -0.52319
C 0.49883 -0.14182 0.24863
*
```



Version Q
Density functional theory data (the ωB97M-V functional and the def2-TZVPD basis) for 2 unconnected molecules or ions with the total composition C3H3IS.

Results
- Highest occupied orbital energy (spin up / spin down): -8.47 / -9.54 eV
- Orbital gap (spin up / spin down): 6.457 / 8.138 eV
- LUMO energy (spin up / spin down): -2.0 / -1.4 eV

ORCA input file:
```
! RIJCOSX wB97M-V def2-TZVPD def2/J DEFGRID3
* xyz 0 1
S -0.08229 -2.50722 0.17376
C 0.73213 0.15735 0.64451
C -0.92242 1.72901 -0.56787
H -1.21985 -2.06187 -0.43316
H -1.43709 2.25689 -1.34516
H 0.33646 -0.47146 1.47827
I 2.73145 -0.00944 0.21038
C -0.13840 0.90674 -0.16074
*
```



Relative to the most stable structure, the computed energies are version P 0.000; version Q 2.172, all in eV.



Version P
Density functional theory data (the ωB97M-V functional and the def2-TZVPD basis) for 2 unconnected molecules or ions with the total composition C12H14NO2.

Results
- Highest occupied orbital energy: -4.27 eV
- Orbital gap: 7.246 eV
- LUMO energy: 3.0 eV

ORCA input file:
```
! RIJCOSX wB97M-V def2-TZVPD def2/J DEFGRID3
* xyz -1 1
C 3.05317 1.20802 -1.29674
C -2.60519 -2.08079 -1.55583
C -0.43864 -0.39521 1.96811
H 0.53766 0.37179 -3.39422
H -2.97039 -3.10964 -1.66610
C 0.79788 0.10446 1.31245
H -0.25673 -0.94031 2.89315
H 2.65131 1.60651 -3.36186
H -2.27444 0.70058 1.70012
H 3.91569 0.83701 1.48709
H -1.07647 -0.98536 1.30932
C 1.93368 0.36080 2.02517
H -1.69263 0.76897 3.41515
O -2.84944 -0.04361 -0.37602
C -1.41110 0.78135 2.36479
H 3.94642 1.80859 -1.16555
C 2.31111 1.11908 -2.45568
H -0.61095 -0.17435 -1.18704
C 2.46385 0.72063 -0.12217
N 2.98155 0.68507 1.14514
C 0.40137 0.22268 -1.24457
C 1.11642 0.29878 -0.07862
H 1.96235 0.54710 3.08723
H -0.94731 1.73205 2.09258
H -2.63177 -1.63263 -2.54948
C 0.99168 0.59766 -2.43874
O -4.38858 -1.67532 -0.04171
C -3.36563 -1.16883 -0.54134
H -1.54487 -2.26507 -1.32464
*
```



Version Q
Density functional theory data (the ωB97M-V functional and the def2-TZVPD basis) for 2 unconnected molecules or ions with the total composition C12H14NO2.

Results
- Highest occupied orbital energy: -4.69 eV
- Orbital gap: 8.003 eV
- LUMO energy: 3.3 eV

ORCA input file:
```
! RIJCOSX wB97M-V def2-TZVPD def2/J DEFGRID3
* xyz -1 1
H -0.75807 -1.90334 1.99878
H 2.84626 -1.98219 -3.34297
C -1.19416 -1.75110 2.96847
C 0.67594 -0.13853 -0.75391
H 0.47765 3.58678 -2.86693
H -0.87356 0.53387 0.82896
C -2.63798 -1.32046 3.01722
C 2.07170 -0.03873 -2.73050
C -0.10512 1.88705 -0.50891
C 0.97520 -1.50075 -0.63534
O -2.29896 0.57885 1.53646
H 2.18057 3.16563 -2.79551
H -0.95981 -2.68278 3.51087
H 1.43202 4.07983 -1.47666
H 2.36380 0.45418 -3.64620
C 1.31680 0.67220 -1.75542
C -2.82587 0.18904 2.63329
C 0.86960 2.01472 -1.45834
H -3.19092 -1.46587 3.93129
H -3.28180 -1.83510 2.27767
H -0.56991 2.66220 0.08839
H -0.60711 -1.00070 3.52251
H 0.64191 -2.08487 0.20439
H 2.03558 -3.18558 -1.44238
N -0.14145 0.62470 0.03305
C 2.32082 -1.38446 -2.61032
O -3.74930 0.73778 3.25387
C 1.27498 3.25729 -2.19343
C 1.71120 -2.16962 -1.58840
*
```



Relative to the most stable structure, the computed energies are version P 0.370; version Q 0.000, all in eV.